The following is a DFT calculation (ωB97M-V/def2-TZVPD) of a molecular structure, C14H15F6N3O5PdS3 in a non-equilibrium geometry.

Each line ends with the natural charge from an NBO analysis.
Cartesian coordinates (Å):
Pd 1.63351 -1.37555 -0.08160  -0.02
S -0.50435 -2.04107 -0.96318  -0.34
S 2.30778 -2.13000 2.49321  2.22
S 4.02565 -2.83794 0.30251  2.23
F 2.00955 0.52609 2.38848  -0.32
F 5.46566 -2.33910 -1.85898  -0.34
F 0.12593 -0.54496 2.16307  -0.31
F 4.34828 -0.62065 -1.17914  -0.32
F 3.35555 -2.24467 -2.23867  -0.31
F 1.06608 -0.42336 4.08413  -0.34
O 1.39608 -3.21423 2.29897  -0.92
O 5.41816 -3.00433 0.66185  -0.98
O 3.27376 -4.01854 0.00174  -0.93
O 3.02857 -2.10860 3.75015  -0.98
O 0.95134 0.30005 -2.19322  -0.62
N -1.15537 0.60757 -1.26582  -0.73
N -2.88225 -0.83814 -1.01938  -0.46
N 3.43277 -1.81808 1.38091  -1.23
C -0.03609 4.58240 -0.38739  -0.24
C 1.84406 2.62122 -0.94255  -0.21
C 1.31406 -0.55049 2.76536  0.74
C -3.48004 -2.13841 -0.80774  -0.21
C 1.31520 4.85147 -0.21286  -0.24
C 0.49004 2.34590 -1.11583  -0.02
C -3.74566 0.32650 -0.95338  -0.20
C -3.63424 -2.52530 0.66004  -0.62
C 0.11311 0.95451 -1.58767  0.63
C 4.28829 -1.95075 -1.33662  0.73
C 2.25402 3.86443 -0.48504  -0.22
C -0.44643 3.33092 -0.82503  -0.21
C -3.69483 1.06649 0.38151  -0.62
C -1.51216 -0.66669 -1.13445  0.33
H -4.03089 -3.54064 0.74930  0.19
H 3.30852 4.06078 -0.32907  0.20
H -2.65620 -2.49570 1.14008  0.25
H -4.31329 -1.85002 1.18575  0.18
H 1.63623 5.82313 0.14656  0.19
H -4.01805 0.42671 1.20391  0.19
H -4.34737 1.94523 0.35416  0.18
H -2.85151 -2.87700 -1.30269  0.24
H -2.67493 1.39336 0.57725  0.24
H 2.54918 1.82848 -1.15630  0.25
H -3.47341 1.01533 -1.75496  0.21
H -4.76741 -0.01717 -1.14522  0.17
H -0.77383 5.34662 -0.16775  0.19
H -4.45693 -2.13717 -1.30650  0.16
H -1.49616 3.09137 -0.93788  0.22

- total charge = -2
- multiplicity = 1
- HOMO energy (eV) = -0.41
- relative energy (zero: lowest compared OMol25 entry of this formula, charge and spin) (kcal/mol) = 0.00
- Kohn-Sham gap (eV) = 5.23